162
Properties=species:S:1:pos:R:3 method="wB97M-V/def2-TZVPD" lumo_energy_ev=0.74 homo_energy_ev=-4.50 charge=-1
I 4.880 -3.428 -0.518
Br 1.033 -7.686 3.183
Br -3.687 -3.916 1.794
Br -2.137 -6.737 8.174
Br 0.916 7.674 6.392
Br -8.873 1.938 4.736
Br -6.106 0.532 5.478
Br -0.048 2.671 -12.469
Br -4.375 -11.033 4.881
Br -5.468 -9.481 7.429
Br -7.419 2.599 7.494
Br 1.819 -7.485 -5.812
Br 0.359 4.732 -8.344
Br 2.771 2.970 -13.919
Br 3.720 -6.204 3.991
Br -0.503 2.200 6.865
Br -2.559 -3.243 5.742
Br 2.322 5.163 -5.884
Br -4.398 -7.855 4.899
Br 1.305 8.191 -9.603
Br -3.792 3.735 0.825
Br 2.783 2.724 -7.875
Br -9.002 5.627 -5.705
Br -5.961 4.964 10.103
Br 0.769 -8.384 -8.675
Br -2.952 -4.017 9.580
Br 0.011 -1.892 7.059
Br -6.066 -2.546 3.422
Br -3.458 3.344 7.182
Br -6.913 5.912 -3.320
Br -6.518 8.040 9.523
Br -0.998 4.319 -3.072
Br -6.149 4.793 2.690
Br -0.527 2.201 -5.401
Br -6.701 3.462 -5.331
Br 1.978 5.914 -11.700
Br -2.976 0.205 7.002
Br -6.269 -5.593 2.528
Br -5.994 6.053 7.106
Br -6.246 1.836 1.543
Br -0.540 -5.883 -7.207
Br -1.352 5.892 5.050
Br -0.939 7.168 -11.605
Br 2.305 -5.477 1.242
Br -3.357 3.638 -5.093
Br 1.654 4.872 5.079
Br -5.148 -5.760 8.053
Br 0.109 2.763 -15.647
Br 0.251 -4.659 5.468
P 2.626 -0.856 -2.861
P 6.008 0.464 -1.652
O 1.896 -3.600 -5.758
O -1.476 1.608 2.724
O 3.528 0.581 -2.328
O 1.452 -1.069 1.076
O 2.828 -0.292 -4.524
O 3.968 -3.335 -4.629
O 2.647 -1.402 -1.196
C -7.188 2.106 5.647
C -2.064 0.705 3.640
C 5.377 -1.119 1.406
C -1.447 3.795 -4.869
C 8.421 -0.053 -0.131
C -3.538 -5.783 9.093
C -1.439 2.915 3.246
C 4.076 1.853 -0.420
C 1.792 -2.449 -3.472
C -4.224 -9.446 5.960
C -2.533 -0.488 0.362
C 2.427 -0.100 0.760
C -1.632 0.624 -0.197
C -1.295 0.457 -1.674
C -2.844 -0.417 2.944
C -0.847 -3.546 6.579
C 1.024 0.110 -2.594
C 5.400 -1.748 2.801
C 0.995 2.234 -14.021
C -7.196 5.306 -5.123
C 2.647 -6.856 2.527
C 3.425 -0.685 -0.298
C -0.203 -0.592 -2.005
C -6.717 6.240 8.878
C -3.400 -0.055 1.555
C 2.160 4.530 -7.693
C 0.296 -7.594 -6.981
C 0.313 5.886 6.010
C -5.582 -3.849 2.087
C 7.026 -0.673 -3.991
C 0.941 7.496 -11.357
C 6.571 -1.039 -2.560
C 4.185 0.472 -1.107
C 7.211 0.890 -0.285
C 4.231 -1.689 0.565
C 1.073 -1.146 2.432
C -2.262 1.887 7.590
C -5.666 3.639 1.217
B 2.596 -3.117 -4.629
H 6.579 0.268 -4.313
H 2.982 0.173 1.667
H -7.776 6.035 8.817
H 4.391 -2.472 -4.556
H 8.111 -0.535 -4.027
H 7.598 1.877 -0.538
H 3.524 -2.132 1.268
H -0.422 -8.253 -6.516
H 0.057 -1.186 -1.126
H -0.634 -1.283 -2.733
H 4.712 2.560 -0.950
H 6.734 0.981 0.689
H 1.268 0.955 -1.945
H -3.581 1.022 1.506
H -1.037 -4.079 7.500
H 1.970 -0.205 -4.942
H 6.759 -1.455 -4.704
H 1.938 0.794 0.372
H -0.953 1.427 -2.046
H 3.219 -7.626 2.030
H -4.378 -0.539 1.460
H 0.027 -0.852 2.535
H 5.804 -1.802 -2.614
H 6.258 -1.390 3.374
H -2.218 0.234 -2.225
H -3.691 -0.661 3.594
H -6.197 3.996 0.346
H -1.907 -1.340 0.646
H -2.175 1.572 -0.079
H 3.896 -1.481 -3.038
H 8.906 0.090 0.837
H -1.271 0.270 4.263
H -0.960 2.952 4.232
H -6.050 -3.544 1.162
H 7.415 -1.495 -2.041
H -2.731 1.258 4.309
H -6.544 5.886 -5.760
H 1.170 -2.183 2.774
H 0.777 -2.281 -3.843
H 1.712 -3.148 -2.630
H -2.165 1.837 8.664
H 5.177 -0.052 1.524
H -0.716 0.737 0.389
H -3.231 -9.442 6.387
H -1.109 4.589 -5.521
H 4.417 1.818 0.621
H 9.171 0.147 -0.900
H 2.788 5.156 -8.311
H 0.136 5.395 6.957
H 8.140 -1.103 -0.216
H -3.745 -6.314 10.011
H -6.645 2.911 5.170
H -2.232 -1.318 2.863
H 1.698 -0.521 3.077
H 4.496 -1.457 3.343
H 2.113 -4.530 -5.855
H 1.237 8.244 -12.077
H 3.042 2.184 -0.451
H 1.098 1.159 -14.048
H 5.423 -2.837 2.737
H -2.463 3.302 3.354
H 0.697 0.561 -3.535
H -0.903 3.552 2.542
H -3.181 -0.811 -0.458
H 6.325 -1.264 0.899

---

16
Properties=species:S:1:pos:R:3 method="wB97M-V/def2-TZVPD" lumo_energy_ev=0.98 homo_energy_ev=-8.71
P 0.374 -1.292 -0.699
O -0.582 2.835 -0.249
N 0.854 0.355 -0.464
C -0.837 2.073 -1.031
C -1.061 -0.855 -1.819
C 1.802 1.695 1.453
C 1.285 0.937 0.502
C -0.310 -1.677 0.942
H -1.019 -0.913 1.197
H 0.501 -1.743 1.610
H -0.677 -0.209 -2.726
H -1.907 -0.321 -1.362
H 1.176 2.225 2.097
H -1.549 -1.787 -2.236
H 2.846 1.371 1.787
H -0.898 -2.693 0.999

---

23
Properties=species:S:1:pos:R:3 method="wB97M-V/def2-TZVPD" lumo_energy_ev="0.06 / -1.13" homo_energy_ev="-7.69 / -6.84"
I -2.833 2.357 2.035
S -3.766 2.914 -1.049
S -3.676 -0.020 -0.038
S -0.499 1.389 -0.798
C 1.214 -0.206 0.645
C 0.730 0.230 -0.704
C 2.760 -0.503 0.549
C -3.006 1.628 -0.060
C 0.809 -0.839 -1.852
C 0.465 -1.545 1.141
H 1.446 -0.628 -2.641
H -2.720 3.126 -1.862
H 0.987 0.529 1.450
H 3.178 -0.017 1.463
H -0.383 -1.459 1.762
H 3.288 0.128 -0.221
H 1.229 -1.679 -1.314
H -2.656 -0.545 0.669
H -0.222 -0.987 -2.078
H 2.970 -1.555 0.273
H 1.124 -2.052 1.809
H -0.541 1.875 0.583
H 0.101 -2.140 0.239

---

13
Properties=species:S:1:pos:R:3 method="wB97M-V/def2-TZVPD" lumo_energy_ev=4.09 homo_energy_ev=-1.85 charge=-1
O -0.848 1.523 -0.691
O 0.135 -2.541 0.466
N 0.146 -1.333 0.010
C -0.292 -0.828 -1.317
C 0.319 -0.174 0.591
C 0.164 0.588 -0.713
C 0.286 0.517 1.934
H -0.839 1.747 0.259
H 0.241 -1.277 -2.231
H -1.377 -0.807 -1.519
H 1.085 0.993 -1.217
H 0.398 1.542 1.633
H 0.583 0.047 2.793

---

47
Properties=species:S:1:pos:R:3 method="wB97M-V/def2-TZVPD" lumo_energy_ev=2.40 homo_energy_ev=-7.11 charge=-1
O 0.185 -3.422 -2.373
O 3.700 -1.358 -1.421
O 2.985 -2.256 0.955
O 2.295 0.314 0.082
O 3.905 2.711 0.858
O -1.008 -0.537 -4.155
O -3.756 2.393 1.559
O 0.168 -1.147 4.234
O -0.656 3.058 -2.117
O -0.541 2.018 2.858
O -3.078 2.038 -1.926
O -2.376 -2.689 0.612
O 0.378 1.372 -0.376
O 2.049 0.746 2.692
N -2.841 -1.546 -1.304
C -2.172 -1.720 -0.091
C 0.209 -0.851 0.463
C -1.319 -0.553 0.296
C 1.036 0.407 0.035
H 0.617 -1.940 3.939
H 3.993 1.816 0.499
H -2.341 2.693 -2.082
H -0.686 -3.617 -2.706
H 0.372 -1.727 -0.176
H 2.612 0.130 2.202
H 3.267 -0.591 -1.006
H 0.733 -0.378 4.101
H -2.869 -0.556 -1.522
H 2.727 -1.519 0.364
H 2.233 -2.851 1.003
H 0.234 -2.484 -2.175
H -3.669 1.439 1.598
H -3.213 1.735 -2.832
H 0.509 -1.138 1.466
H -3.766 -1.950 -1.341
H -1.468 0.268 -0.391
H -0.529 2.341 -2.739
H 2.300 1.562 2.239
H -1.434 -1.390 -4.057
H -2.893 2.766 1.757
H -0.389 -0.401 -3.432
H 4.097 -1.987 -0.824
H -1.569 -0.345 1.342
H -0.713 2.750 -1.202
H -0.287 2.310 1.966
H 3.085 2.936 0.393
H -0.114 1.154 2.737

---

91
Properties=species:S:1:pos:R:3 method="wB97M-V/def2-TZVPD" lumo_energy_ev=-4.30 homo_energy_ev=-9.46 charge=+1
I -2.706 -4.027 5.150
I -2.552 0.989 4.270
S 3.541 -4.902 3.415
F -1.858 -2.638 0.470
O 0.388 1.176 4.524
N -1.714 1.525 -1.479
N 0.269 -1.690 3.162
N 1.764 4.930 -5.771
N -1.239 -2.672 4.708
N -1.112 -3.477 2.504
N 0.857 -4.666 2.799
N 2.642 -3.097 0.566
C 1.245 -1.644 7.236
C -0.457 0.628 3.913
C -2.352 2.651 -3.603
C 0.793 -2.314 1.896
C -2.899 0.683 -1.455
C -1.269 1.954 -2.796
C -2.283 -3.182 1.675
C 1.498 5.933 -3.425
C 1.726 3.503 -5.518
C 0.988 5.753 -4.861
C 0.092 -2.592 6.887
C -0.792 -1.844 5.846
C -4.576 -4.020 1.072
C 0.182 -0.140 -1.014
C -0.630 1.107 -0.621
C 0.681 -3.904 6.384
C 0.224 -3.720 1.889
C 3.075 5.481 -6.075
C -3.133 -4.400 1.374
C 2.237 -2.046 1.502
C -0.225 -0.350 2.763
C -0.761 -2.585 3.509
C 2.037 -4.796 3.046
C 2.585 2.949 -4.372
C -2.861 -0.643 -2.226
C 3.769 4.774 -7.228
H 0.204 -1.831 1.105
H 0.153 -4.191 0.914
H -1.930 3.019 -4.538
H 3.589 3.375 -4.358
H -3.735 1.275 -1.832
H -0.038 -4.713 6.275
H -5.077 -4.828 0.540
H -2.759 3.501 -3.054
H 1.226 -3.761 5.450
H 1.332 5.044 -2.816
H 2.561 6.176 -3.397
H 2.927 6.529 -6.347
H 1.830 -1.454 6.332
H -2.705 -4.845 0.470
H 1.914 -2.101 7.963
H -5.154 -3.818 1.974
H 4.020 3.740 -6.989
H 0.962 6.755 -2.948
H 0.680 3.224 -5.354
H -0.370 -1.063 -0.832
H -0.238 -0.988 5.487
H 0.481 -0.119 -2.061
H -3.173 1.981 -3.861
H -1.037 0.963 0.386
H -1.165 -0.428 2.214
H -2.404 -0.528 -3.210
H 0.067 1.948 -0.536
H 1.100 -0.181 -0.416
H 3.750 5.481 -5.204
H -0.030 5.352 -4.829
H -3.879 -1.006 -2.380
H 4.703 5.287 -7.463
H 2.695 1.868 -4.488
H -3.028 -5.148 2.156
H -1.698 -1.474 6.322
H 0.887 -0.683 7.606
H 2.012 2.986 -6.436
H 0.538 0.111 2.137
H -3.144 0.489 -0.405
H 2.287 -1.057 1.033
H 2.894 -2.030 2.372
H -2.319 -1.422 -1.689
H -2.883 -2.425 2.192
H -0.508 -2.756 7.783
H -0.446 2.660 -2.649
H 3.579 -2.910 0.227
H 2.129 3.124 -3.398
H -4.619 -3.150 0.416
H 0.899 6.742 -5.319
H 2.048 -3.061 -0.258
H 1.418 -4.248 7.111
H 3.142 4.780 -8.120
H -0.859 1.124 -3.393

---

14
Properties=species:S:1:pos:R:3 method="wB97M-V/def2-TZVPD" lumo_energy_ev="0.47 / 0.47" homo_energy_ev="-7.94 / -7.94"
N 0.336 -0.144 0.223
N -2.880 -0.850 1.251
C -1.909 -0.883 0.609
C -0.716 -0.924 -0.142
C 1.575 -0.366 -0.531
C 0.222 0.974 0.907
H -0.887 1.513 -0.746
H -0.706 1.175 1.428
H 1.736 -1.438 -0.653
H 2.413 0.067 0.016
H -1.212 0.895 -1.072
H 1.479 0.112 -1.511
H -0.539 -1.734 -0.831
H 1.088 1.602 1.052

---

16
Properties=species:S:1:pos:R:3 method="wB97M-V/def2-TZVPD" lumo_energy_ev=0.54 homo_energy_ev=-9.23
O -0.158 -1.558 -0.861
O 1.294 1.669 0.693
C 0.500 -1.600 0.366
C -1.424 0.673 -1.635
C 0.210 0.629 1.075
C -0.971 0.562 0.035
C 0.830 -0.628 1.294
C -0.347 -0.173 -1.130
H 1.281 -2.474 0.643
H 1.820 -0.887 2.021
H -1.700 -0.209 0.201
H -2.475 0.148 -1.747
H 0.639 0.268 -1.177
H -1.456 1.446 -2.331
H 2.375 1.019 0.726
H -0.419 1.116 1.827

---

102
Properties=species:S:1:pos:R:3 method="wB97M-V/def2-TZVPD" lumo_energy_ev=3.75 homo_energy_ev=-0.28 charge=-2
Rb 0.541 0.048 -0.410
Ge -1.285 -4.302 0.834
P -2.578 -0.054 -1.944
O 6.943 -0.098 -0.789
O 4.483 -1.945 1.533
O 2.907 2.502 3.514
N 2.755 0.588 1.539
N 4.851 0.487 2.661
N 4.807 0.712 0.399
N -2.475 -0.178 0.995
C 3.347 0.206 -1.563
C -2.519 2.729 -1.469
C -4.037 -2.446 -4.898
C 4.590 0.241 -0.939
C 1.248 1.335 4.858
C -6.356 0.589 -0.427
C -4.557 -1.579 -5.851
C -3.994 0.144 -0.837
C 6.756 -2.631 2.000
C 7.074 -0.226 3.339
C 0.418 0.228 5.013
C 2.769 3.623 4.348
C -0.479 -2.670 0.432
C -3.701 0.046 0.576
C 0.034 -5.723 1.291
C 4.558 -0.689 -3.534
C 2.058 1.439 3.736
C 7.954 -2.346 2.650
C 5.780 -0.638 -2.864
C -1.171 4.303 -2.702
C -3.903 0.291 -4.485
C 4.032 0.609 1.514
C 5.703 -1.728 2.051
C 4.283 -3.006 0.614
C 2.060 0.438 2.745
C -2.453 -5.253 -0.503
C -0.768 3.279 -3.551
C 0.408 -0.763 4.049
C 8.110 -1.157 3.339
C -3.444 -1.943 -3.749
C -2.128 1.694 -2.318
C 5.874 -0.483 2.697
C -3.377 -0.567 -3.520
C -1.234 1.989 -3.351
C 8.113 -0.661 -1.316
C 1.224 -0.660 2.930
C 3.400 -0.288 -2.884
C -6.108 0.462 0.951
C -2.501 -4.174 2.395
C -2.043 4.020 -1.660
C -4.484 -0.209 -5.643
C -4.856 0.199 1.435
C 5.784 -0.175 -1.559
C -5.281 0.419 -1.287
H -0.251 -1.619 4.131
H 0.615 -6.010 0.410
H -2.914 -6.155 -0.085
H 7.197 0.738 3.819
H -0.227 0.163 5.881
H -4.694 0.102 2.505
H -2.352 4.809 -0.984
H 8.444 -0.142 -2.222
H -1.184 -1.840 0.277
H -0.895 1.192 -4.005
H -0.071 3.480 -4.355
H -5.012 -1.970 -6.754
H -3.002 -5.126 2.591
H 6.633 -3.569 1.476
H 8.762 -3.066 2.614
H -4.887 0.475 -6.381
H 4.528 -1.052 -4.558
H -3.259 -3.411 2.202
H -0.474 -6.616 1.668
H -1.867 -5.536 -1.382
H -2.463 -0.327 2.001
H 4.455 -3.977 1.087
H 7.974 -1.722 -1.553
H -5.459 0.488 -2.356
H -3.024 -2.619 -3.012
H -3.854 1.362 -4.327
H 0.335 -2.695 -0.297
H -7.350 0.787 -0.807
H 3.435 4.385 3.949
H 1.152 -1.429 2.164
H 6.691 -0.957 -3.353
H -4.083 -3.517 -5.052
H -3.248 -4.577 -0.831
H -3.199 2.509 -0.655
H 0.727 -5.363 2.054
H 4.933 -2.883 -0.257
H 2.471 -0.378 -3.451
H 1.246 2.114 5.608
H -6.930 0.573 1.655
H -0.793 5.308 -2.843
H 5.786 0.761 0.627
H 3.243 -2.933 0.305
H 4.441 0.779 3.532
H -1.944 -3.878 3.287
H 3.056 3.403 5.383
H 9.039 -0.933 3.848
H 8.877 -0.565 -0.546
H 1.741 4.000 4.342